(1)
Density functional theory data (ωB97M-V/def2-TZVPD) for an isolated molecule of C5H8S.

maximum force = 3.53 eV/A
energy above the lowest of the compared OMol25 structures with the same formula, charge and spin = 2.047 eV
calculated total energy = -593.4130 a.u.
orbital gap = 0.3537 hartree
SMILES = C#CCCSC
total charge = 0

Geometry (Å):
H (-2.44357, 1.29268, -0.83510)
S (-1.63947, -0.88755, 0.05376)
C (-2.75226, 0.57022, -0.03604)
H (-0.13095, 0.77852, -0.61941)
C (3.51720, 0.25836, 0.04768)
C (2.43709, -0.33481, -0.03991)
H (1.14931, -1.76928, 0.76786)
C (-0.05954, -0.05279, 0.09748)
C (1.13555, -1.00490, -0.06527)
H (4.28686, 0.99788, 0.00832)
H (-3.77295, 0.20116, -0.41840)
H (-0.05289, 0.43923, 1.10037)
H (1.11046, -1.59169, -1.00336)
H (-2.78483, 1.10296, 0.94201)

***

(2)
Density functional theory data (ωB97M-V/def2-TZVPD) for a structure of composition C36H85F6N10O12PtS2.

maximum force = 3.87 eV/A
spin multiplicity = 3
calculated total energy = -4387.0007 a.u.
orbital gap (alpha / beta) = 0.2061 / 0.1469 hartree
total charge = +3

Geometry (Å):
O (-2.93120, -5.53742, -1.54335)
H (6.93189, -1.74809, -1.84963)
H (-2.09201, 3.94590, -4.67251)
C (-2.01478, -4.13931, 4.39565)
C (-1.51269, 6.23120, 1.48489)
H (-0.68587, -3.00804, -2.82753)
O (6.90650, 0.11717, -0.46800)
H (-3.61347, 4.80181, 0.68675)
F (0.86181, 3.47930, -1.37328)
O (1.80987, -0.02101, -2.10548)
H (0.34522, 6.40782, 2.61978)
C (2.06004, 0.50179, 8.43738)
H (-3.22301, 7.43932, 3.08228)
C (-2.26428, -4.92230, -4.64458)
C (-4.93442, 6.10136, 3.28054)
C (-0.55879, -0.32661, 1.88878)
H (-2.29572, 3.76742, 1.29459)
H (4.70878, 2.06429, 0.61588)
C (-4.82780, -4.09841, -1.48449)
S (0.77675, 0.89787, -1.83225)
C (5.41644, -2.19038, -3.28654)
H (0.25613, -6.35227, -3.94195)
H (7.22383, 2.17464, 1.88494)
N (-2.98572, 2.93745, -7.12787)
H (-3.61028, -3.78693, 3.14843)
H (-1.08156, 5.48662, 0.82660)
C (-1.38143, 3.71278, -5.47658)
H (-1.22950, -0.80596, 6.44171)
C (1.55308, 2.41138, -1.02475)
C (5.11680, 1.07339, 0.79984)
H (-2.21524, -0.24561, 7.83103)
H (-1.24928, -3.02991, -4.96179)
H (-5.43307, 5.26780, 2.79263)
F (-0.47449, -1.30807, 2.74987)
H (-0.87801, -4.76266, -2.44870)
F (1.49066, 2.27943, 0.29634)
H (0.69482, -3.82763, -2.14896)
C (-0.84809, 4.27640, 3.58133)
H (8.40631, 1.60548, 0.75483)
N (-0.41422, 0.34631, -0.78390)
C (-2.93135, -7.12206, -4.27262)
H (-2.08562, -3.69818, 2.36715)
C (-1.05442, -4.10131, -5.01663)
H (-0.22638, -3.33583, 5.21843)
H (2.94354, -4.96347, -3.77858)
O (1.63751, -0.52507, 0.49963)
H (-2.73721, -4.60125, -3.71419)
N (7.45245, 1.64214, 1.06758)
C (0.91091, -5.57286, -4.31184)
H (-2.11951, 6.93045, 0.90774)
N (0.99476, -0.14260, 7.68272)
H (4.50500, 0.30351, 0.33754)
H (-0.00463, -0.21439, -8.44114)
O (-2.64616, -4.40919, 5.38336)
H (-0.43300, 4.28988, 2.57920)
O (-1.28558, 4.26447, -7.78746)
C (1.12895, -3.13214, -4.58816)
H (-4.83536, -3.11067, -1.95225)
H (-3.62962, -6.66946, -3.56738)
F (0.06973, 0.71436, 2.44756)
H (-5.31319, -4.83583, -2.11445)
H (3.84514, -0.77966, -3.74857)
H (-5.48879, -4.01523, -0.61488)
C (1.64450, 0.62145, 5.35290)
H (4.75337, -0.54060, -2.20954)
C (4.81942, -0.80058, -3.26902)
O (-1.90576, -1.20626, -6.06688)
C (-3.70979, 6.62772, 2.55289)
C (-0.24367, 0.66270, 7.72993)
C (-1.49304, 0.03653, 7.06887)
N (0.21144, -4.24566, -4.19388)
H (-2.86016, 4.57564, 4.19786)
H (6.99472, -3.22168, -2.77622)
H (1.72658, 1.22185, 9.17378)
H (-0.60451, 4.47448, -5.40033)
H (-0.41636, 0.11747, -4.74714)
H (0.27715, 9.43407, 2.98727)
H (-3.46511, -7.39717, -5.19303)
H (-3.28823, 3.02503, -8.08791)
H (-3.42631, 2.39556, -6.41666)
H (5.03781, 0.93703, 1.88752)
H (2.53883, -4.15572, -5.85921)
N (6.49525, -2.39251, -2.48572)
H (5.44939, -0.08729, -3.79617)
C (-0.50487, -4.05366, 4.44866)
H (3.59202, -0.11111, 9.80265)
H (-3.91257, 3.97560, 2.17246)
H (-2.94150, -4.89790, -5.50176)
H (-0.47048, 0.86305, 8.77656)
H (-4.75255, 5.81613, 4.31456)
H (0.75605, -1.32953, 5.97197)
H (0.57173, -1.68042, -7.65213)
O (0.01588, 1.37949, -2.94256)
C (-0.03395, 8.72228, 3.74844)
H (2.17904, -1.06867, 9.99869)
H (2.37469, -2.49116, -6.18094)
H (-0.97238, 2.75212, -5.17590)
H (-3.19694, -2.84103, -0.03409)
H (3.37044, -1.36374, 8.66199)
H (-1.01409, -1.72655, -8.36560)
H (2.84565, 0.89475, 7.79309)
N (-0.15182, 0.12507, -5.71371)
H (-2.57147, -8.08367, -3.90891)
H (2.60512, -6.67397, -3.71648)
C (-0.31937, -1.07243, -7.85334)
H (0.80691, 8.12614, 4.12656)
C (-0.46977, 7.03897, 2.19005)
H (2.00369, -5.62334, -2.41440)
O (-1.82574, -6.25522, -4.47646)
H (0.06146, 1.59990, 7.25409)
C (-2.08867, 5.13292, 3.66996)
N (-2.77195, -3.73916, -0.19232)
H (1.08028, -5.73389, -5.37156)
H (-1.16472, 3.25534, 3.80461)
H (1.03726, -3.56094, -6.68278)
C (2.18854, -5.69560, -3.48294)
O (-0.15201, -2.06458, -0.09848)
H (-5.62493, 6.94637, 3.26963)
C (-1.93045, 3.78710, -6.89021)
O (5.03743, -3.04390, -4.08637)
H (-1.99470, 6.04938, 4.24240)
H (-2.00632, 0.85580, 6.56221)
H (-0.04901, -5.00548, 4.71893)
C (-3.11826, 4.40919, 1.57721)
C (6.54516, 0.85363, 0.43315)
H (0.75315, 1.13410, 4.99774)
H (-1.78044, -3.87654, -0.10379)
C (-0.86666, -0.71861, -6.50854)
H (2.05489, 0.11856, 4.47379)
H (-0.04819, -3.79817, 3.48881)
C (1.79417, -3.37375, -5.92303)
C (2.81025, -0.62666, 9.23083)
H (2.36467, -1.05913, 6.47956)
Pt (-2.19012, 0.33873, -1.81238)
H (0.57659, -2.18980, -4.62619)
F (-1.82244, 0.00074, 1.66304)
H (2.37360, 1.34182, 5.70937)
S (0.25540, -0.75301, 0.26744)
H (0.54954, 0.77967, -6.00809)
H (0.25637, 7.56870, 1.55068)
C (1.42145, -0.53334, 6.30510)
H (-4.01667, 6.93256, 1.55364)
H (-0.77637, -4.32898, -6.04400)
O (-1.01429, 7.81261, 3.22079)
N (-2.61002, -3.85822, 3.20414)
H (-0.46535, 9.21053, 4.61618)
H (1.86192, -2.95278, -3.80247)
F (2.79108, 2.52508, -1.44368)
H (-0.07891, 4.52991, 4.30423)
C (-3.44937, -4.52400, -1.10853)
N (-2.61978, 5.59118, 2.34252)
C (-0.19391, -3.97245, -2.74799)